{
  "formula": "C15H23O",
  "method": "ωB97M-V/def2-TZVPD",
  "energy_ev": -17967.9448,
  "charge": 1,
  "homo_lumo_gap_ev": 6.98,
  "e_homo_ev": -12.03,
  "de_lowest_ev": 0.000,
  "species": ["C", "C", "O", "C", "C", "C", "C", "H", "H", "H", "H", "H", "H", "H", "H", "H", "H", "H", "H", "C", "C", "C", "C", "C", "C", "C", "C", "C", "H", "H", "H", "H", "H", "H", "H", "H", "H", "H", "H"],
  "positions_angstrom": [[-3.643, -0.209, -3.280], [-3.303, -1.059, -2.090], [-1.982, -0.630, -1.649], [-1.474, -1.045, -0.547], [-0.025, -0.728, -0.188], [0.478, -2.043, 0.449], [0.752, -0.426, -1.480], [-4.630, -0.475, -3.660], [-3.670, 0.854, -3.029], [-2.935, -0.359, -4.098], [-4.018, -0.919, -1.271], [-3.221, -2.115, -2.363], [-2.064, -1.734, 0.070], [1.542, -2.205, 0.253], [0.310, -2.099, 1.533], [-0.052, -2.881, -0.023], [1.831, -0.520, -1.325], [0.495, -1.166, -2.247], [0.519, 0.574, -1.863], [-0.927, 0.086, 1.969], [-0.040, 0.422, 0.760], [-0.696, 1.663, 0.105], [1.409, 0.765, 1.204], [2.248, 1.482, 0.339], [3.599, 1.651, 0.633], [4.127, 1.129, 1.815], [3.282, 0.485, 2.722], [1.925, 0.316, 2.425], [-0.546, -0.752, 2.559], [-0.982, 0.967, 2.618], [-1.944, -0.152, 1.631], [-0.063, 2.150, -0.642], [-1.657, 1.404, -0.359], [-0.892, 2.409, 0.887], [1.864, 1.884, -0.598], [4.235, 2.166, -0.089], [5.192, 1.220, 2.025], [3.670, 0.087, 3.658], [1.288, -0.196, 3.146]],
  "mulliken_charge": [-1.231, -0.233, -0.130, -1.119, 2.678, -1.433, -1.967, 0.426, 0.336, 0.323, 0.350, 0.348, 0.616, 0.353, 0.250, 0.399, 0.473, 0.481, 0.300, -1.788, 1.831, -1.477, -0.109, -0.339, -0.858, -0.513, -0.779, -0.324, 0.453, 0.474, 0.386, 0.357, 0.291, 0.468, 0.223, 0.392, 0.397, 0.403, 0.291]
}